Formula: C47H46NO4SiTeV
Source: OMol25
Level of theory: ωB97M-V/def2-TZVPD

Its total energy is -3675.9985 hartree. The energy above the lowest of the compared OMol25 structures with the same formula, charge and spin comes out at 0.061 eV. The LUMO energy (spin up / spin down) is 2.3 / 2.2 eV. The value obtained for the HOMO-LUMO gap (spin up / spin down) is 5.806 / 6.966 eV.

The geometry in ORCA input format:
```
! wB97M-V def2-TZVPD RIJCOSX def2/J DEFGRID3
* xyz -1 4
V 0.4014 0.2770 -0.0945
C -5.9349 -0.2919 -2.7434
C -4.5159 -0.5157 -2.2886
C -3.8527 -1.7005 -2.5366
C -2.5383 -1.9371 -2.1078
C -1.9142 -3.2539 -2.3880
O -1.1195 -3.7973 -1.6601
C -2.2831 -3.9445 -3.6808
C -2.2989 -5.3349 -3.7055
C -2.5765 -6.0106 -4.8844
C -2.8135 -5.2995 -6.0540
C -2.7837 -3.9119 -6.0385
C -2.5314 -3.2361 -4.8521
C -1.8475 -0.9321 -1.3964
O -0.6180 -1.1065 -0.9557
C -2.5115 0.3079 -1.1806
C -3.8125 0.4831 -1.6122
C -1.7600 1.3634 -0.4642
N -0.5509 1.7916 -0.9656
C -0.4060 1.7688 -2.4280
C 0.7982 2.5938 -2.8361
Te 1.2154 2.4030 -4.9291
C 1.7048 0.3545 -4.8421
C 0.7231 -0.6211 -5.0126
C 1.0425 -1.9670 -4.8936
C 2.3478 -2.3494 -4.6143
C 3.3301 -1.3838 -4.4519
C 3.0097 -0.0372 -4.5590
C -2.2058 1.8506 0.8197
C -1.5662 2.9520 1.4274
C -1.9684 3.4217 2.6623
C -3.0341 2.8279 3.3341
C -3.6800 1.7410 2.7515
C -3.2752 1.2515 1.5233
H -6.3442 -1.1944 -3.2003
H -5.9986 0.5126 -3.4814
H -6.5851 -0.0169 -1.9086
H -4.3755 -2.4882 -3.0685
H -2.0813 -5.8740 -2.7922
H -2.6007 -7.0935 -4.8952
H -3.0192 -5.8269 -6.9783
H -2.9584 -3.3531 -6.9496
H -2.5275 -2.1527 -4.8316
H -4.2942 1.4365 -1.4108
H -1.3138 2.1613 -2.8942
H -0.2820 0.7467 -2.8119
H 1.6929 2.2728 -2.3031
H 0.6327 3.6605 -2.6684
H -0.2970 -0.3220 -5.2259
H 0.2723 -2.7203 -5.0100
H 2.5913 -3.3994 -4.5052
H 4.3457 -1.6738 -4.2123
H 3.7708 0.7129 -4.3888
H -0.7468 3.4187 0.9021
H -1.4363 4.2561 3.1072
H -3.3473 3.1960 4.3039
H -4.4999 1.2571 3.2709
H -3.7697 0.3866 1.1017
C 2.6291 -1.6790 -0.9403
C 2.2260 -0.2063 -0.9901
O 3.0190 0.6002 -1.4734
H 3.6247 -1.8185 -1.3718
H 1.8845 -2.2778 -1.4707
H 2.6204 -2.0206 0.1000
C -0.9070 0.3408 4.2887
C 0.5162 -0.2248 4.3629
C 0.9793 -0.2605 5.8230
C 0.5003 -1.6684 3.8379
Si 1.5937 0.7776 3.1577
O 1.1353 0.4188 1.6596
C 3.4256 0.3732 3.3555
C 4.1596 -0.0039 2.2284
C 5.5213 -0.2719 2.3088
C 6.1814 -0.1643 3.5245
C 5.4749 0.2258 4.6557
C 4.1160 0.4957 4.5656
C 1.4309 2.6420 3.4197
C 1.1035 3.2650 4.6257
C 1.0318 4.6489 4.7347
C 1.2952 5.4475 3.6302
C 1.6297 4.8514 2.4207
C 1.6944 3.4680 2.3226
H -1.5981 -0.3034 4.8480
H -1.2686 0.3986 3.2580
H -0.9734 1.3475 4.7103
H 0.2309 -0.7878 6.4293
H 1.1078 0.7332 6.2625
H 1.9240 -0.7989 5.9311
H -0.1371 -2.2902 4.4794
H 1.5030 -2.1083 3.8374
H 0.1100 -1.7225 2.8197
H 3.6644 -0.0773 1.2674
H 6.0624 -0.5600 1.4151
H 7.2429 -0.3728 3.5910
H 5.9837 0.3243 5.6077
H 3.5910 0.8165 5.4602
H 0.8847 2.6695 5.5063
H 0.7667 5.1034 5.6826
H 1.2380 6.5268 3.7103
H 1.8354 5.4630 1.5497
H 1.9433 3.0198 1.3664
*
```